Record 1
30
Properties=species:S:1:pos:R:3 method="wB97M-V/def2-TZVPD" lumo_energy_ev=0.12 relative_energy_ev=2.754 charge=0 smiles=O.O.O.O.O.O.O.O.O.O homo_lumo_gap_ev=10.9 largest_force_ha_per_bohr=0.0097 energy_ha=-764.38072
O 0.738 -1.534 2.705
H 1.430 -0.926 2.967
H 1.200 -2.225 2.214
O 2.031 1.227 2.089
H 2.725 0.901 2.674
H 2.358 2.091 1.798
O -0.173 0.124 -0.515
H -0.157 0.248 0.449
H -0.933 -0.462 -0.665
O 2.132 -1.617 -0.009
H 1.730 -2.317 -0.531
H 1.483 -0.886 -0.047
O -0.580 2.420 1.516
H 0.302 2.086 1.747
H -0.421 3.050 0.802
O -2.964 0.596 2.128
H -2.382 1.210 1.658
H -3.804 1.060 2.203
O 3.583 1.368 -0.728
H 4.179 0.643 -0.508
H 2.720 0.945 -0.815
O -0.809 1.239 -4.137
H -0.796 0.609 -3.406
H -0.335 0.797 -4.849
O -1.512 -2.665 -0.162
H -0.647 -3.068 -0.289
H -1.872 -2.563 -1.054
O -2.714 -0.921 -2.346
H -3.057 -0.041 -2.145
H -3.457 -1.387 -2.746

=====

Record 2
13
Properties=species:S:1:pos:R:3 method="wB97M-V/def2-TZVPD" lumo_energy_ev="-0.70 / -1.35" relative_energy_ev=5.392 charge=0 homo_lumo_gap_ev="7.6 / 5.9" largest_force_ha_per_bohr=0.0857 energy_ha=-700.69106
C 0.803 -0.466 0.552
C -1.026 -0.270 -1.113
C -0.493 1.534 0.381
N 1.176 -1.634 0.063
N -0.251 0.220 -0.101
O 0.658 -2.470 -0.805
S 1.635 0.121 1.844
H -1.885 0.159 -1.464
H -0.801 -1.173 -1.462
H -1.221 1.514 1.247
H 0.310 2.114 0.779
H -1.049 2.183 -0.355
H 2.145 -1.830 0.433

=====

Record 3
8
Properties=species:S:1:pos:R:3 method="wB97M-V/def2-TZVPD" lumo_energy_ev=4.01 relative_energy_ev=0.164 charge=-1 smiles="O=[N+]([O-])OS(=O)(=O)[O-]" homo_lumo_gap_ev=9.8 largest_force_ha_per_bohr=0.0515 energy_ha=-904.35191
N 0.780 -1.214 -0.091
O 0.669 -0.104 0.701
O -0.559 1.971 1.154
O 1.641 -1.970 0.255
O -1.872 0.311 -0.015
O -0.062 1.393 -1.137
O 0.013 -1.373 -0.995
S -0.610 0.984 0.128

=====

Record 4
13
Properties=species:S:1:pos:R:3 method="wB97M-V/def2-TZVPD" lumo_energy_ev=3.13 relative_energy_ev=0.000 charge=-1 homo_lumo_gap_ev=7.6 largest_force_ha_per_bohr=0.0463 energy_ha=-1288.74307
C 0.348 0.170 -0.371
C -0.473 1.138 0.165
C 0.974 -2.131 -0.383
O 2.174 0.871 1.407
O 0.054 -1.188 -0.131
O 1.461 0.417 -0.965
O 3.808 -0.428 0.151
O 0.744 -3.300 -0.368
S -2.069 1.018 0.859
S 2.982 0.788 0.201
H -0.193 2.237 -0.098
H 1.832 -1.573 -0.658
H -1.830 0.308 1.995

=====

Record 5
55
Properties=species:S:1:pos:R:3 method="wB97M-V/def2-TZVPD" lumo_energy_ev="-0.58 / -0.97" relative_energy_ev=0.325 multiplicity=2 charge=0 homo_lumo_gap_ev="7.3 / 7.3" largest_force_ha_per_bohr=0.0122 energy_ha=-2352.49991
Ru 1.207 0.303 -0.980
C -0.647 -2.388 5.000
C -0.641 -1.947 3.563
C -1.671 -1.174 3.035
C -1.627 -0.708 1.736
C -0.563 -1.010 0.882
N -0.468 -0.466 -0.409
C -1.687 -0.131 -1.032
C -2.660 -1.114 -1.225
C -3.868 -0.829 -1.826
C -4.149 0.455 -2.294
C -5.436 0.761 -3.009
C -3.180 1.430 -2.128
C -1.976 1.153 -1.486
N -1.038 2.210 -1.322
C -1.321 3.520 -1.187
C -0.166 4.223 -1.400
C 0.801 3.252 -1.668
N 0.272 2.031 -1.628
C 0.452 -1.810 1.412
C 0.422 -2.248 2.727
N 1.545 -2.225 0.600
C 2.172 -3.419 0.639
C 3.199 -3.380 -0.274
C 3.131 -2.107 -0.844
N 2.132 -1.417 -0.301
H -1.665 -2.508 5.369
H -0.149 -1.648 5.630
H -0.123 -3.335 5.126
H -2.513 -0.906 3.662
H -2.426 -0.078 1.369
H -2.442 -2.115 -0.873
H -4.602 -1.615 -1.952
H -6.238 0.105 -2.671
H -5.323 0.618 -4.085
H -5.745 1.793 -2.843
H -3.352 2.428 -2.512
H -2.321 3.846 -0.961
H -0.026 5.287 -1.346
H 1.849 3.384 -1.873
H 1.260 -2.820 3.108
H 1.829 -4.198 1.295
H 3.896 -4.166 -0.506
H 3.727 -1.647 -1.612
O 3.672 0.730 1.738
P 2.655 1.821 1.177
O 2.563 2.997 2.031
O 1.310 1.109 0.828
O 3.244 2.174 -0.294
P 4.012 1.445 -1.510
O 4.957 0.367 -0.737
O 4.809 2.410 -2.264
O 2.918 0.614 -2.180
H 4.127 0.241 1.034
H 5.862 0.702 -0.724

=====

Record 6
8
Properties=species:S:1:pos:R:3 method="wB97M-V/def2-TZVPD" lumo_energy_ev=-0.42 relative_energy_ev=2.164 charge=0 homo_lumo_gap_ev=7.6 largest_force_ha_per_bohr=0.0581 energy_ha=-405.99204
C -0.278 0.131 0.688
C 0.987 -0.704 -0.122
C 0.748 0.542 -0.316
Si -1.848 -0.508 -0.082
H -0.252 0.277 1.839
H 1.182 -1.740 0.137
H 1.225 1.371 -0.807
H -1.764 0.631 -1.337

=====

Record 7
62
Properties=species:S:1:pos:R:3 method="wB97M-V/def2-TZVPD" lumo_energy_ev=-8.11 relative_energy_ev=1.294 charge=+2 homo_lumo_gap_ev=6.8 largest_force_ha_per_bohr=0.0569 energy_ha=-4523.30116
Ti -1.150 0.736 0.068
F -0.916 5.206 1.359
C -1.357 4.502 2.388
F -2.260 5.177 3.051
F -0.335 4.203 3.179
S -2.016 2.883 1.659
O -0.894 2.449 0.804
O -3.203 3.282 0.927
N -2.208 1.945 2.858
S -1.748 0.445 3.030
O -2.660 -0.426 3.638
O -0.998 -0.087 1.875
C -0.195 0.783 4.047
F 0.533 1.462 3.119
F 0.479 -0.330 4.312
F -0.300 1.523 5.120
S -1.170 -2.167 -6.838
N -1.440 -2.850 -5.412
C -1.302 -1.945 -4.451
C -1.477 -2.140 -3.043
C -1.847 -3.349 -2.431
C -2.007 -3.378 -1.059
C -1.791 -2.219 -0.309
N -1.406 -1.070 -0.866
C -1.255 -1.018 -2.211
C -0.825 0.254 -2.747
N -0.539 1.219 -1.844
C -0.105 2.395 -2.290
C 0.026 2.682 -3.652
C -0.292 1.722 -4.592
C -0.690 0.457 -4.137
C -0.946 -0.664 -4.986
N -0.848 -0.687 -6.308
H -2.004 -4.232 -3.034
H -2.303 -4.291 -0.559
H -1.918 -2.208 0.773
H 0.127 3.145 -1.537
H 0.364 3.657 -3.970
H -0.244 1.910 -5.656
F -3.596 4.309 -1.156
B -3.713 3.107 -0.619
F -4.887 2.521 -0.572
F -2.707 2.230 -1.153
F -2.812 0.612 0.585
N 0.812 0.182 0.152
C 1.576 -0.349 0.867
N 2.393 -0.984 1.594
C 2.128 -2.370 1.992
C 3.307 -3.249 1.578
C 4.584 -2.717 2.225
C 4.818 -1.273 1.784
C 3.614 -0.407 2.156
H 1.190 -2.704 1.544
H 2.020 -2.384 3.082
H 3.418 -3.242 0.491
H 3.124 -4.278 1.891
H 5.430 -3.341 1.942
H 4.493 -2.770 3.311
H 5.005 -1.234 0.709
H 5.698 -0.865 2.279
H 3.728 0.617 1.801
H 3.496 -0.391 3.244

=====

Record 8
68
Properties=species:S:1:pos:R:3 method="wB97M-V/def2-TZVPD" lumo_energy_ev="4.16 / 4.15" relative_energy_ev=0.373 multiplicity=4 charge=-2 homo_lumo_gap_ev="4.8 / 5.3" largest_force_ha_per_bohr=0.0193 energy_ha=-4629.74928
V 0.561 -0.618 0.177
S 0.812 -0.437 4.717
C 2.263 0.321 4.193
C 2.363 0.343 2.835
C 1.261 -0.255 2.125
C 0.357 -0.716 3.057
C -0.924 -1.268 2.655
C -1.911 -1.719 3.532
C -3.114 -2.168 3.025
C -3.312 -2.168 1.650
C -2.283 -1.724 0.839
N -1.118 -1.284 1.317
H 2.961 0.709 4.921
H 3.207 0.805 2.333
H -1.724 -1.699 4.599
H -3.893 -2.512 3.695
H -4.240 -2.496 1.205
H -2.359 -1.716 -0.243
C -0.326 4.505 -1.860
N 0.279 3.269 -2.308
C -0.298 2.406 -3.227
C 0.474 1.311 -3.291
N 1.516 1.506 -2.393
C 1.403 2.723 -1.783
S 2.490 3.445 -0.715
C 2.499 0.533 -2.071
C 3.405 0.160 -3.047
C 4.381 -0.761 -2.705
C 4.441 -1.222 -1.404
C 3.471 -0.804 -0.505
N 2.477 0.022 -0.844
H -0.365 5.224 -2.680
H 0.293 4.903 -1.060
H -1.335 4.309 -1.501
H -1.247 2.619 -3.681
H 0.331 0.360 -3.774
H 3.334 0.593 -4.034
H 5.094 -1.102 -3.446
H 5.191 -1.931 -1.083
H 3.454 -1.165 0.512
S -0.260 -1.614 -2.076
C 0.405 -3.245 -2.146
C 0.221 -4.004 -3.307
C 0.705 -5.299 -3.438
C 1.399 -5.873 -2.379
C 1.593 -5.136 -1.220
C 1.118 -3.827 -1.069
S 1.419 -2.977 0.438
H -0.324 -3.547 -4.125
H 0.540 -5.850 -4.359
H 1.784 -6.885 -2.452
H 2.132 -5.572 -0.385
O -5.029 1.892 -0.247
S -3.818 2.675 -0.237
O -3.928 4.023 -0.754
N -2.582 1.894 -0.911
C -1.610 1.646 -0.033
O -0.526 1.097 -0.290
C -1.906 2.163 1.358
C -1.082 2.154 2.469
C -1.574 2.716 3.643
C -2.845 3.285 3.687
C -3.655 3.323 2.556
C -3.152 2.750 1.406
H -0.095 1.714 2.413
H -0.959 2.703 4.533
H -3.205 3.714 4.616
H -4.634 3.782 2.576